Entry from OMol25: a gas-phase ion, C5H14BO (charge -1) (the ωB97M-V functional and the def2-TZVPD basis).

Summary:
- E_LUMO: 3.6 eV
- Energy: -8135.7816 eV
- HOMO energy: -4.41 eV
- Gap between HOMO and LUMO: 8.055 eV
- Charge: -1

Geometry (Å):
1 C -2.402 0.093 -1.899
2 B -2.128 -0.256 -0.312
3 C -0.738 0.455 0.208
4 C 0.531 -0.184 -0.358
5 C 1.852 0.539 -0.057
6 O 2.795 -0.221 0.708
7 C 2.326 -0.532 2.001
8 H -1.718 -0.429 -2.585
9 H -2.290 1.168 -2.108
10 H -3.417 -0.179 -2.216
11 H -3.085 0.134 0.378
12 H -2.022 -1.491 -0.158
13 H -0.675 0.447 1.308
14 H -0.736 1.522 -0.078
15 H 0.420 -0.288 -1.443
16 H 0.615 -1.207 0.023
17 H 1.645 1.470 0.492
18 H 2.394 0.799 -0.969
19 H 1.651 0.244 2.376
20 H 3.193 -0.598 2.663
21 H 1.789 -1.486 2.027